Below is a cluster of 9 separate species, C25H49BCl16FNO2 in total, with properties calculated with wB97M-V/def2-TZVPD.

Last column: Mulliken charge in e.
Positions of all 95 atoms, in Å:
C: 8.683 3.200 -0.337  -0.85
C: 8.054 3.668 -1.649  -0.46
C: 7.064 2.660 -2.233  -0.75
C: 5.711 2.643 -1.519  -0.28
C: 4.597 2.071 -2.393  -0.94
C: 3.192 2.383 -1.883  -0.63
C: 2.940 1.887 -0.438  -0.03
B: 1.485 2.253 -0.061  0.49
C: 1.110 3.814 0.050  0.21
O: 1.895 4.650 0.405  -0.55
N: -0.250 4.237 -0.173  -0.12
C: -0.841 4.000 -1.390  0.47
O: -1.761 4.553 -1.882  -0.46
F: -0.234 2.953 -2.006  -0.20
H: 8.994 2.155 -0.406  0.29
H: 9.573 3.785 -0.098  0.36
H: 7.997 3.307 0.505  0.02
H: 8.841 3.871 -2.380  0.32
H: 7.521 4.608 -1.476  0.29
H: 6.908 2.886 -3.292  0.41
H: 7.517 1.663 -2.184  0.30
H: 5.795 2.037 -0.613  0.21
H: 5.444 3.666 -1.227  0.31
H: 4.730 0.991 -2.516  0.30
H: 4.691 2.504 -3.395  0.44
H: 2.456 1.949 -2.564  0.31
H: 3.057 3.470 -1.906  0.30
H: 3.069 0.803 -0.381  0.28
H: 3.668 2.342 0.241  -0.04
H: 0.669 1.407 0.091  -0.19
H: -0.344 5.215 0.090  0.28
Cl: -6.083 8.096 -2.298  -0.22
C: -4.453 7.613 -1.745  -0.47
C: -4.463 6.290 -1.026  -0.12
Cl: -5.310 6.385 0.542  -0.20
H: -4.077 8.408 -1.105  0.36
H: -3.825 7.537 -2.631  0.33
H: -3.441 5.979 -0.828  -0.01
H: -4.949 5.521 -1.620  0.34
Cl: 0.741 -0.065 2.780  -0.14
C: -0.795 -0.913 2.451  -0.61
C: -0.628 -2.047 1.474  0.28
Cl: -0.242 -1.474 -0.170  -0.19
H: -1.504 -0.175 2.085  0.30
H: -1.149 -1.306 3.403  0.39
H: -1.559 -2.604 1.401  -0.32
H: 0.169 -2.719 1.782  0.36
Cl: -4.069 -4.055 -2.051  -0.20
C: -4.004 -5.538 -1.061  -0.34
C: -4.492 -5.313 0.343  0.19
Cl: -3.376 -4.272 1.277  -0.31
H: -2.979 -5.897 -1.069  0.22
H: -4.638 -6.278 -1.548  0.25
H: -4.546 -6.264 0.865  -0.35
H: -5.470 -4.838 0.361  0.42
Cl: -3.046 -8.258 3.021  -0.12
C: -4.498 -8.249 4.057  -0.61
C: -5.662 -8.933 3.385  -0.42
Cl: -6.187 -8.020 1.948  -0.16
H: -4.725 -7.210 4.281  0.32
H: -4.246 -8.767 4.981  0.36
H: -6.506 -8.990 4.070  0.34
H: -5.400 -9.935 3.054  0.30
Cl: 5.937 4.280 2.066  -0.13
C: 4.844 4.534 3.452  -0.58
C: 4.467 3.233 4.116  -0.55
Cl: 3.445 2.239 3.048  -0.09
H: 3.964 5.054 3.080  0.31
H: 5.367 5.171 4.163  0.36
H: 3.893 3.435 5.019  0.31
H: 5.343 2.645 4.375  0.33
Cl: 0.339 -9.711 4.677  -0.19
C: 0.399 -9.284 2.946  -0.28
C: 1.684 -9.723 2.294  -0.42
Cl: 3.091 -8.803 2.887  -0.19
H: 0.263 -8.208 2.870  0.30
H: -0.443 -9.781 2.467  0.17
H: 1.620 -9.553 1.221  0.28
H: 1.880 -10.776 2.479  0.34
Cl: -4.797 13.348 -4.831  -0.19
C: -4.625 11.895 -3.810  -0.42
C: -5.690 11.809 -2.749  -0.12
Cl: -5.508 13.077 -1.506  -0.19
H: -3.631 11.920 -3.371  0.33
H: -4.705 11.031 -4.469  0.28
H: -5.618 10.848 -2.244  -0.03
H: -6.684 11.907 -3.177  0.33
Cl: -2.111 -7.692 -3.228  -0.16
C: -2.172 -9.431 -2.844  -0.39
C: -3.274 -9.771 -1.873  -0.67
Cl: -2.975 -9.126 -0.234  -0.06
H: -1.199 -9.715 -2.450  0.30
H: -2.343 -9.957 -3.781  0.31
H: -3.345 -10.853 -1.777  0.35
H: -4.232 -9.382 -2.208  0.33

Charge: 0
Molar mass in g/mol: 992.73
Structure (SMILES): CCCCCCCBC(=O)NC(=O)F.ClCCCl.ClCCCl.ClCCCl.ClCCCl.ClCCCl.ClCCCl.ClCCCl.ClCCCl
Highest occupied orbital energy in eV: -10.3

=====

Below is a cluster of 2 separate species, C25H49Cl2INO in total, with properties calculated with wB97M-V/def2-TZVPD.

Last column: Mulliken charge in e.
Positions of all 79 atoms, in Å:
C: -2.773 5.264 -1.159  -0.96
C: -3.993 5.258 -2.145  -0.46
C: -5.129 4.363 -1.508  -0.76
C: -4.868 2.837 -1.813  0.01
C: -5.733 1.920 -0.874  -0.79
C: -5.073 0.542 -0.533  -0.61
C: -4.857 -0.393 -1.793  -0.84
C: -3.345 -0.299 -2.230  -0.21
C: -2.482 -1.555 -1.778  -0.91
C: -1.176 -0.985 -1.115  -0.14
C: -0.181 -2.129 -0.646  -0.59
C: 1.333 -1.754 -0.824  -1.45
C: 2.020 -1.037 0.395  2.61
C: 3.407 -0.476 -0.116  -1.21
I: 4.747 -1.998 -0.895  0.14
C: 3.287 0.680 -1.174  0.15
C: 4.645 1.033 -1.911  -1.44
C: 1.223 0.188 0.993  -2.14
C: 0.591 -0.016 2.413  1.48
C: 0.141 1.430 2.889  -1.51
C: -0.713 -0.883 2.468  -1.35
N: 1.519 -0.525 3.449  0.83
O: 2.075 0.392 4.161  -0.67
C: 2.461 -1.561 2.967  1.15
C: 2.279 -2.806 3.945  -1.64
C: 3.960 -1.111 3.202  -1.40
C: 2.192 -2.111 1.525  -2.32
H: -2.388 4.220 -1.051  0.17
H: -1.951 5.898 -1.557  0.34
H: -3.054 5.626 -0.144  0.28
H: -4.346 6.291 -2.349  0.34
H: -3.712 4.771 -3.109  0.27
H: -5.133 4.560 -0.406  0.32
H: -6.119 4.698 -1.900  0.34
H: -5.230 2.688 -2.861  0.22
H: -3.776 2.653 -1.728  -0.01
H: -6.730 1.756 -1.349  0.28
H: -5.852 2.472 0.091  0.45
H: -5.790 0.003 0.138  0.33
H: -4.142 0.690 0.066  0.24
H: -5.147 -1.433 -1.538  0.44
H: -5.524 0.007 -2.591  0.41
H: -2.916 0.593 -1.717  -0.19
H: -3.226 -0.115 -3.323  0.52
H: -2.255 -2.133 -2.701  0.31
H: -3.041 -2.188 -1.054  0.34
H: -1.387 -0.240 -0.322  -0.04
H: -0.628 -0.462 -1.944  0.13
H: -0.374 -2.967 -1.368  0.60
H: -0.443 -2.540 0.351  0.31
H: 1.876 -2.726 -0.957  0.57
H: 1.425 -1.222 -1.793  0.31
H: 3.925 -0.032 0.770  0.33
H: 2.978 1.606 -0.632  0.27
H: 2.538 0.510 -1.974  0.21
H: 5.495 1.021 -1.201  0.34
H: 4.506 2.080 -2.285  0.41
H: 4.805 0.413 -2.817  0.35
H: 0.428 0.591 0.326  0.27
H: 1.957 1.028 1.109  0.65
H: -0.683 1.725 2.186  0.38
H: 0.943 2.184 2.744  0.31
H: -0.283 1.418 3.910  0.45
H: -0.540 -1.980 2.409  0.20
H: -1.494 -0.543 1.749  -0.12
H: -1.160 -0.710 3.481  0.54
H: 2.375 -2.436 4.990  0.43
H: 3.171 -3.461 3.777  0.36
H: 1.336 -3.359 3.763  0.29
H: 4.214 -1.138 4.285  0.37
H: 4.162 -0.083 2.835  0.38
H: 4.607 -1.798 2.605  0.28
H: 1.279 -2.753 1.586  0.30
H: 3.022 -2.830 1.310  0.75
C: 7.459 -5.334 -1.444  -0.29
Cl: 5.850 -6.010 -1.161  -0.13
Cl: 7.554 -4.533 -3.017  -0.14
H: 7.675 -4.607 -0.667  0.25
H: 8.188 -6.138 -1.414  0.31

Charge: 0
Spin multiplicity: 2
Molar mass in g/mol: 577.48
Highest occupied orbital energy (alpha / beta) in eV: -8.3 / -9.2

=====

Number 1: maximum force 0.95 eV/A. Number 2: maximum force 2.66 eV/A.